[1]
19
Properties=species:S:1:pos:R:3 method="wB97M-V/def2-TZVPD" e_tot_ev=-6884.9957 smiles=CC[C@@H](C)CN e_above_lowest_ev=1.2016
N 0.4637 0.2838 2.6377
C -0.3635 -0.0268 0.2650
C -0.4299 -0.1255 -2.3884
C 0.1475 0.9056 1.3541
C 0.5954 -1.2760 0.0697
C -0.5128 0.7264 -1.0350
H -1.5096 1.1856 -1.0455
H -1.2376 0.2309 -3.0401
H 0.2980 -1.9211 0.8207
H 1.2496 -0.2290 2.7897
H 0.5302 -1.8872 -0.7766
H -0.5311 1.7467 1.4964
H 0.6000 -0.0154 -2.8845
H -1.3227 -0.3874 0.5901
H -0.5588 -1.2300 -2.2173
H 0.1677 1.5314 -1.1432
H -0.2613 0.1200 3.2790
H 1.0907 1.2833 1.0489
H 1.5846 -0.9152 0.1793

=====

[2]
7
Properties=species:S:1:pos:R:3 method="wB97M-V/def2-TZVPD" e_tot_ev=-34655.3554 e_above_lowest_ev=3.6336
I -2.2248 -0.9838 -0.8148
I -0.6924 1.7930 0.9210
I -0.0615 -1.6017 1.9901
P 0.8394 -0.5924 -0.9142
C -0.4906 -0.2134 0.2673
H 0.9319 1.9340 -1.6550
H 1.6980 -0.3357 0.2055

=====

[3]
8
Properties=species:S:1:pos:R:3 method="wB97M-V/def2-TZVPD" e_tot_ev=-6694.9314 smiles="N=C=O.C#C" e_above_lowest_ev=1.5605
O -1.6205 -0.6743 0.8729
N -1.1427 1.0832 -0.6650
C -1.4440 0.2021 0.1182
C 1.6803 -0.1584 -0.2018
C 1.3543 -1.0196 0.5718
H -1.8061 1.7270 -1.0619
H 1.0316 -1.7733 1.2561
H 1.9469 0.6133 -0.8902

=====

[4]
35
Properties=species:S:1:pos:R:3 method="wB97M-V/def2-TZVPD" e_tot_ev=-24945.0869 total_charge=-1 e_above_lowest_ev=2.9215
O 1.4514 -0.8210 0.1926
O -3.1312 1.4554 -1.8653
O 0.1710 -1.3596 4.1236
O 0.2364 1.1720 -2.3583
O -2.5844 -2.4443 -0.0899
O 4.4842 1.1953 -1.8277
O 2.6368 -0.9230 -2.2573
O -2.4414 0.7051 0.8747
O 3.7047 1.0659 1.3838
O -0.6963 -0.9673 -0.9792
O -4.3758 0.6200 2.6363
O 0.1564 1.0646 1.3990
H -2.4977 -1.6759 -0.6514
H 1.8808 -0.3921 -2.5554
H 2.7563 0.9010 1.3376
H 1.4481 -1.6913 0.6292
H 0.6217 0.3371 0.9190
H -3.7843 1.3691 2.5301
H 0.3244 -0.8324 -0.2696
H 5.0767 0.6135 -1.3392
H 0.0706 0.3337 -1.8657
H -2.1675 1.3431 -1.9108
H 0.5125 1.9104 -1.8162
H -3.4020 1.1258 -2.7324
H -0.6751 -0.8337 -1.9272
H -2.0474 -0.1712 0.9275
H 4.1274 0.6634 -2.5494
H 2.1140 -1.1902 -1.4326
H -3.7207 -0.0569 2.4287
H -0.7914 1.2260 1.2933
H -1.7275 -2.7724 0.1634
H -2.7301 0.8764 -0.0332
H 0.8680 -0.8536 3.6815
H 0.1204 -2.0614 3.4644
H 4.0111 1.0685 0.4761

=====

[5]
64
Properties=species:S:1:pos:R:3 method="wB97M-V/def2-TZVPD" e_tot_ev=-60911.2696 e_above_lowest_ev=1.5576
Ca 1.7573 0.6395 1.1159
P 0.5655 -1.5193 -1.9076
P 1.5419 2.0513 -0.9542
N 1.0842 1.6353 3.1825
C -3.1506 -0.4316 -2.3177
C -0.2250 -2.3866 -3.3977
C -1.3499 -1.5702 0.2931
C -1.3574 1.1153 3.3454
C 1.4996 2.4790 5.2589
C 1.9983 -2.6203 -1.7159
C 2.4754 -1.2375 2.2196
C -2.3764 -0.4175 0.1438
C 0.1309 2.1515 5.2085
C -3.9639 -1.7164 -2.3871
C 3.4800 2.2294 3.5800
C 2.5896 3.5542 -0.8740
C -0.0984 1.6254 3.9056
C 2.0667 2.1451 4.0079
C -2.5454 -3.3405 -1.2040
C 0.9308 -0.0028 -2.8443
C -0.0926 2.5989 -1.5778
C 2.0571 0.9417 -2.3681
C -2.6402 0.1615 -1.2199
C -1.4936 -2.8990 -0.4961
C -3.8830 -2.6654 -1.1637
H -0.6080 2.2538 5.9977
H -2.1764 1.2146 4.0781
H 3.6630 3.3423 -0.9038
H -0.5898 3.2389 -0.8293
H -4.0570 -2.1363 -0.2039
H 0.0614 3.1571 -2.5213
H -0.0731 0.4520 -2.6921
H 2.9828 0.3893 -2.1208
H 0.4685 -2.3943 -4.2569
H 3.9552 1.2257 3.5389
H -3.1741 0.1696 -3.2441
H 2.3826 4.1212 0.0462
H -0.3145 -1.1187 0.1674
H -0.8234 1.7824 -1.7347
H 1.0054 -0.2727 -3.9113
H 2.1810 -3.1383 -2.6670
H -2.6048 1.2565 -1.2438
H -1.1651 -1.9193 -3.7448
H 3.5931 2.7311 2.5954
H 1.7238 -3.3473 -0.9269
H -2.0208 0.4422 0.7429
H -1.2705 0.0450 3.0908
H 2.0780 2.8820 6.0818
H -3.3240 -0.7259 0.6035
H 2.0749 -1.9993 1.5423
H 4.0330 2.8371 4.3230
H -0.5847 -3.5429 -0.4988
H 2.8429 -1.9950 -1.4019
H -0.4628 -3.4404 -3.1664
H -1.3804 -1.8804 1.3553
H -1.6456 1.6782 2.4398
H -2.4698 -4.1677 -1.9755
H -5.0186 -1.4080 -2.4986
H 2.2835 1.6830 -3.1450
H -4.6426 -3.4642 -1.2722
H -3.6623 -2.2962 -3.2944
H 2.3153 4.1825 -1.7128
H 1.8696 -1.0787 3.1268
H 3.5534 -1.2797 2.4032

=====

[6]
14
Properties=species:S:1:pos:R:3 method="wB97M-V/def2-TZVPD" e_tot_ev=-8371.6674 smiles="COCCC=O" e_above_lowest_ev=1.6143
O -2.6212 1.1488 0.5347
O 0.7423 0.0061 -0.6877
C 1.9662 0.6522 -0.4441
C 0.1900 -0.5805 0.4677
C -1.9449 0.4768 -0.2077
C -1.2926 -0.8256 0.2023
H -1.7361 0.8082 -1.2434
H -1.4037 -1.5618 -0.6024
H 0.7057 -1.5217 0.7172
H 2.2774 1.1175 -1.3819
H 1.8549 1.4329 0.3241
H -1.7806 -1.1974 1.1085
H 0.2979 0.0975 1.3295
H 2.7447 -0.0531 -0.1170

=====

[7]
36
Properties=species:S:1:pos:R:3 method="wB97M-V/def2-TZVPD" e_tot_ev=-85651.2827 multiplicity=2 total_charge=+1 e_above_lowest_ev=1.6471
Ir 0.0373 -0.0195 0.0678
Cl -3.6654 -3.5675 3.8714
Cl -1.2186 -3.4537 -0.9483
Cl -0.8196 0.6981 2.2982
Cl -2.9870 -4.9356 1.1629
Cl -2.5703 -0.7010 4.4661
O 1.4400 -0.6971 0.8058
N -3.1511 2.2517 -1.8512
N -3.2540 0.2696 -0.7546
N -1.2049 1.3590 -0.8778
C -2.2074 -1.4900 3.0011
C -1.1146 -1.4801 0.8405
C -4.6118 2.3906 -1.9608
C -2.5397 1.3055 -1.1611
C -1.5983 -2.7285 0.5621
C -2.6960 -2.7703 2.7263
C -2.3938 -3.3852 1.5140
C -1.4276 -0.8992 2.0280
C -0.4050 2.5347 -1.2801
C -1.2517 3.7267 -1.6640
C -4.6516 0.0995 -1.1384
C -2.3437 3.2236 -2.5878
C -5.3164 1.4558 -1.0034
H -4.7046 -0.2430 -2.1713
H -5.1023 -0.6586 -0.5121
H -5.1941 1.8083 0.0188
H -4.9070 2.1846 -2.9886
H -4.8726 3.4229 -1.7429
H 0.2362 2.2481 -2.1133
H -1.9033 2.7461 -3.4632
H 0.2430 2.8076 -0.4468
H -2.8305 -0.3750 -0.1096
H -2.9903 4.0199 -2.9314
H -6.3781 1.4193 -1.2172
H -1.7118 4.1617 -0.7790
H -0.6387 4.4872 -2.1338